# 1
C7H6O | the ωB97M-V functional and the def2-TZVPD basis

Atoms and positions in Å:
C -1.5231 0.4723 2.5422
C -1.4033 0.9029 1.3888
C -1.0334 0.8927 -0.1004
C 0.5648 0.8651 -0.0702
C 0.2541 -0.1746 -1.2596
C 1.1756 -1.4056 -1.2662
C 1.5740 -2.5298 -0.8049
H -1.8180 0.2121 3.4471
H -1.3341 1.8361 -0.7217
H 1.1406 1.8593 -0.0159
H 0.8837 0.3333 0.9626
H 0.3828 0.3464 -2.2930
H 2.2153 -3.4179 -0.9041
O -1.0791 -0.1922 -0.9046

Its charge is 0. For the relative energy (zero: lowest compared OMol25 entry of this formula, charge and spin), the calculation gives 137.6 kcal per mole. The gap between HOMO and LUMO is 10.48 eV.

Results of the Löwdin charge analysis, in e, for atoms 1 through 5: atom 1 (C): 0.140, atom 2 (C): -0.028, atom 3 (C): -0.373, atom 4 (C): -0.052, atom 5 (C): -0.345


# 2
C4H4NOS2 | the ωB97M-V functional and the def2-TZVPD basis

Atoms and positions in Å:
C 0.6205 3.2331 -1.1461
C -0.0988 1.4503 0.7177
C 0.9934 0.8305 -1.3409
C 0.1031 -0.9149 0.2707
N 0.3126 0.4328 -0.0614
O 0.9355 2.1531 -1.7259
S -1.1839 1.4615 2.0165
S 1.8602 -0.3234 -2.2210
H 0.0580 2.4117 0.3184
H 0.3794 -1.6156 -0.5858
H 0.5081 -1.1871 1.3126
H -0.9875 -1.1703 0.4881

Its charge is -1. For the relative energy (zero: lowest compared OMol25 entry of this formula, charge and spin), the calculation gives 114.4 kcal per mole. The gap between HOMO and LUMO (alpha / beta) is 5.72 / 6.38 eV.

Results of the Löwdin charge analysis, in e, for atoms 1 through 5: atom 1 (C): 0.039, atom 2 (C): -0.709, atom 3 (C): -0.803, atom 4 (C): -0.169, atom 5 (N): -0.198


# 3
C6H13O2 | the ωB97M-V functional and the def2-TZVPD basis

Atoms and positions in Å:
C -2.6017 0.3181 2.2660
C -3.2986 0.4265 0.7831
O -3.1145 1.3961 0.1237
O -4.0216 -0.4970 0.5855
H -2.8250 1.3344 2.6577
H -1.5621 0.0464 2.1459
H -3.3506 -0.3686 2.7248
C 1.7136 -0.3559 -0.5657
C 0.3229 -0.9901 -0.8588
C 2.5092 -0.2269 -1.8882
C 1.5764 0.8978 0.2387
H 2.3115 -1.0952 0.0294
H 0.0042 -0.6618 -1.7607
H 2.0378 0.4037 -2.6607
H 3.4952 0.1458 -1.7859
H 2.2652 -1.3883 -2.1007
H 0.8908 0.7523 1.0028
H 2.5653 1.0251 0.6085
H -0.5151 -0.7752 -0.1902
H 0.3759 -2.1471 -0.9432
H 1.2212 1.7598 -0.4120

Its charge is -1. For the relative energy (zero: lowest compared OMol25 entry of this formula, charge and spin), the calculation gives 48.9 kcal per mole. The gap between HOMO and LUMO is 6.89 eV.

Results of the Löwdin charge analysis, in e, for atoms 1 through 5: atom 1 (C): -0.053, atom 2 (C): -0.928, atom 3 (O): -0.053, atom 4 (O): -0.067, atom 5 (H): 0.042


# 4
C22H68O12 | the ωB97M-V functional and the def2-TZVPD basis

Atoms and positions in Å:
C 27.3681 18.0327 5.1312
C 28.3269 18.1511 6.3299
O 27.8550 19.1530 7.1575
H 26.8988 17.0548 5.2387
H 27.9236 17.9922 4.1942
H 26.5900 18.7960 5.1431
H 29.3454 18.3536 5.9988
H 28.4319 17.1788 6.8112
H 28.4650 19.2892 7.8861
C 27.9455 11.1926 5.8501
C 28.7580 9.9944 6.2549
O 29.1062 9.2979 5.0370
H 28.2976 11.5684 4.8894
H 27.9230 11.9093 6.6710
H 26.9074 10.9358 5.6391
H 28.3400 9.2105 6.8864
H 29.7069 10.3138 6.6860
H 29.2572 8.3665 5.2140
C 30.8974 16.8432 8.5046
C 30.3655 16.2650 9.8306
O 29.0301 16.6558 9.7608
H 30.5571 17.8712 8.3800
H 30.5702 16.2876 7.6258
H 31.9659 16.9599 8.6857
H 30.9751 16.6687 10.6390
H 30.5397 15.2014 9.9935
H 29.0190 17.6124 9.8407
C 23.3848 13.2952 9.0260
C 22.2319 12.5530 8.4109
O 21.9070 11.4639 9.2383
H 24.2266 12.6032 9.0550
H 23.0815 13.6360 10.0159
H 23.6709 14.1284 8.3842
H 22.5017 12.1645 7.4289
H 21.3573 13.1784 8.2322
H 21.0401 11.2099 8.9134
C 26.9161 18.8200 11.1584
C 27.6491 20.1021 10.5896
O 28.9560 19.7410 10.2856
H 27.1990 17.9414 10.5786
H 25.8657 19.0490 11.3384
H 27.3623 18.5106 12.1035
H 27.7427 20.8786 11.3488
H 27.1534 20.4093 9.6687
H 29.4986 19.8423 11.0710
C 31.8331 11.5389 10.3603
C 30.4508 11.6454 9.7959
O 29.7274 10.4813 10.0883
H 32.3957 10.7072 9.9361
H 31.8528 11.1632 11.3833
H 32.2834 12.5310 10.3275
H 30.5091 11.7731 8.7150
H 29.8745 12.4642 10.2265
H 30.0291 9.7968 9.4867
C 30.0287 14.4766 13.2115
C 28.6438 14.0603 12.6660
O 28.0914 15.2158 12.0252
H 30.5569 14.9512 12.3846
H 30.4592 13.5357 13.5545
H 29.9819 15.2372 13.9908
H 27.9702 13.7045 13.4457
H 28.7713 13.1567 12.0699
H 28.5221 15.3564 11.1788
C 25.9062 9.7830 9.5139
C 24.5534 9.1697 9.0290
O 24.6546 7.7723 9.1288
H 25.9212 9.5514 10.5789
H 26.0039 10.8671 9.4554
H 26.7695 9.3764 8.9871
H 24.4358 9.4658 7.9866
H 23.6593 9.4437 9.5890
H 23.8756 7.4868 9.6118
C 21.8519 16.9649 10.2542
C 23.2262 17.5427 10.4283
O 24.1909 16.5308 10.6610
H 21.7421 16.5559 9.2498
H 21.0494 17.7024 10.2690
H 21.7250 16.1847 11.0046
H 23.1387 18.1499 11.3293
H 23.4786 18.2097 9.6040
H 24.7654 16.3353 9.9172
C 24.0558 11.4301 13.2376
C 25.2980 11.8523 12.4112
O 26.4334 11.3292 13.0926
H 23.2090 11.5614 12.5639
H 23.9168 12.1257 14.0652
H 24.1145 10.3744 13.5025
H 25.3269 12.9418 12.3999
H 25.1464 11.4271 11.4191
H 26.4649 11.6800 13.9856
C 26.6760 14.3640 9.2419
O 26.3898 15.6590 8.8332
H 26.5687 13.6235 8.4492
H 27.7347 14.3676 9.5011
H 26.0540 14.0014 10.0603
H 27.2683 16.0404 8.7665
C 26.0062 14.3454 4.3852
O 26.7353 14.3491 5.5750
H 25.0961 13.7758 4.5735
H 25.7025 15.3471 4.0811
H 26.5412 13.8498 3.5751
H 26.2923 14.8636 6.2537

Its charge is +1. For the relative energy (zero: lowest compared OMol25 entry of this formula, charge and spin), the calculation gives 90.9 kcal per mole. As for the expectation value of S²: 0.7557. The spin multiplicity is 2. The gap between HOMO and LUMO (alpha / beta) is 9.54 / 2.50 eV.

Results of the Löwdin charge analysis, in e, for atoms 1 through 5: atom 1 (C): -0.045, atom 2 (C): -0.345, atom 3 (O): -0.056, atom 4 (H): 0.038, atom 5 (H): 0.079